The following is a quantum chemistry calculation of a cluster of 2 separate species, C17H34BrN2O2 in total at a distorted geometry, from the Open Molecules 2025 dataset.

Each line ends with the natural charge from an NBO analysis.
Geometry (Å):
C  -5.33821  -3.14827  -3.44335  -0.6247
C  -4.60256  -2.70199  -2.05607  -0.4219
C  -3.09922  -3.25560  -2.15087  -0.4044
C  -2.07417  -2.55395  -1.10602  -0.2476
N  -0.71920  -2.58338  -1.73697  -0.6415
C  -0.33088  -1.29458  -2.33743  0.2337
O  0.81373  -1.69253  -3.18229  -0.5468
C  1.00853  -0.60108  -4.09416  0.7991
O  2.04519  0.05630  -4.28614  -0.5180
C  -0.44854  -0.50564  -4.78354  -0.5371
C  -1.30498  -0.55890  -3.39228  -0.2460
Br  -1.60393  1.42792  -3.09203  -0.0397
H  -5.46062  -2.23808  -4.13332  0.2160
H  -6.31888  -3.69122  -3.23547  0.2249
H  -4.65537  -3.90417  -3.98897  0.2090
H  -4.62944  -1.57641  -1.88318  0.2025
H  -5.10386  -3.24139  -1.17714  0.2112
H  -3.08447  -4.38623  -1.95306  0.2228
H  -2.65343  -3.06912  -3.20047  0.2005
H  -2.04452  -3.22687  -0.16656  0.2073
H  -2.41807  -1.51958  -0.76136  0.1828
H  0.00405  -2.94993  -1.09904  0.3886
H  0.14158  -0.47640  -1.69402  0.1527
H  -0.61268  0.41582  -5.44859  0.2683
H  -0.61540  -1.53657  -5.25158  0.2570
H  -2.35594  -0.96660  -3.54747  0.2559
C  0.56001  -1.23473  2.52123  -0.6150
C  0.17167  -0.18961  1.48149  -0.4382
C  1.25680  0.80905  1.07255  -0.2051
N  1.64896  1.88733  2.10166  -0.2112
C  2.57980  2.85850  1.35013  -0.2077
C  3.22153  3.89049  2.26491  -0.4304
C  3.96998  3.23263  3.41084  -0.4046
C  3.05253  2.30001  4.17839  -0.4268
C  2.39986  1.26567  3.27412  -0.2147
C  0.40819  2.62201  2.56250  -0.4182
H  0.47007  -0.85174  3.53818  0.2011
H  -0.11997  -2.08751  2.45920  0.2365
H  1.57557  -1.60496  2.36256  0.2123
H  -0.74790  0.31780  1.78564  0.2183
H  -0.09456  -0.73857  0.57111  0.2434
H  0.90164  1.35426  0.19236  0.2315
H  2.17545  0.28532  0.79215  0.2264
H  3.35394  2.24919  0.87433  0.2268
H  1.98650  3.34435  0.57192  0.2332
H  3.91788  4.50095  1.68286  0.2534
H  2.46927  4.58103  2.65823  0.2113
H  4.37274  3.99525  4.08228  0.2396
H  4.82508  2.66944  3.01919  0.2103
H  2.28696  2.87960  4.70453  0.2109
H  3.62596  1.78147  4.95235  0.2508
H  1.68579  0.69660  3.86338  0.2328
H  3.15146  0.59075  2.85544  0.2251
H  -0.20941  1.93609  3.14236  0.2322
H  -0.12807  2.97725  1.68172  0.2361
H  0.69359  3.46051  3.19379  0.2350

* LUMO energy: -2.3738 eV
* highest occupied orbital energy: -0.4345 Ha
* charge: +1

The following is a quantum chemistry calculation of a structure of composition C17H34ClCsF3GeN2O8S at a distorted geometry, from the Open Molecules 2025 dataset.

Each line ends with the Löwdin spin population.
Geometry (Å):
Cs  -0.62820  0.20671  0.22529  0.0078
C  2.35149  -0.45319  -3.57140  0.0000
C  2.88549  0.07215  -2.24044  0.0000
C  4.31269  0.60495  -2.42700  0.0000
C  2.91210  -1.06432  -1.20741  0.0000
O  1.98482  1.04769  -1.79425  0.0000
Ge  2.43233  2.61054  -0.87019  0.0000
O  2.61224  1.66598  0.74602  0.0000
C  3.04525  2.20586  1.96706  0.0000
C  1.89719  2.98000  2.63470  0.0000
C  4.25110  3.14190  1.78416  0.0000
C  3.45826  1.03106  2.85619  0.0000
O  0.61326  2.95633  -0.54788  0.0006
C  -0.16178  3.73950  -1.42867  0.0000
C  -1.58944  3.75475  -0.87941  0.0001
C  -0.18252  3.14134  -2.84250  0.0000
C  0.36236  5.18415  -1.46872  0.0000
H  2.92856  -1.31611  -3.92560  0.0000
H  2.40499  0.33997  -4.32364  0.0000
H  1.30212  -0.73587  -3.45193  0.0000
H  4.95655  -0.17577  -2.84624  0.0000
H  4.73212  0.92465  -1.46731  0.0000
H  4.31700  1.46327  -3.10409  0.0000
H  3.65088  -1.83379  -1.45759  0.0000
H  1.92209  -1.52666  -1.17662  0.0000
H  3.14572  -0.61377  -0.23495  0.0000
H  1.49836  3.71213  1.92590  0.0000
H  2.22955  3.49336  3.54282  0.0000
H  1.09696  2.28719  2.90321  0.0000
H  3.96926  4.03907  1.22621  0.0000
H  5.04262  2.63236  1.22577  0.0000
H  4.64936  3.44882  2.75939  0.0000
H  2.61040  0.35063  2.95271  0.0000
H  3.75962  1.36887  3.85423  0.0000
H  4.29736  0.49837  2.39611  0.0000
H  -1.99512  2.74109  -0.87223  0.0000
H  -2.24718  4.37200  -1.49911  0.0000
H  -1.58913  4.14511  0.14204  0.0000
H  -0.56657  2.11802  -2.81270  0.0000
H  0.82927  3.10697  -3.25621  0.0000
H  -0.81055  3.74542  -3.50720  0.0000
H  0.41845  5.57755  -0.44907  0.0000
H  -0.29666  5.83041  -2.05907  0.0000
H  1.36387  5.21186  -1.90533  0.0000
C  0.02165  -5.02669  1.50392  0.0011
C  -0.31058  -3.76731  0.74662  0.0079
N  0.51873  -2.83659  0.51080  -0.0192
O  1.77597  -3.10866  1.01511  -0.0069
C  -1.71506  -3.60632  0.32155  0.0231
C  -2.65639  -4.77897  0.22851  0.0189
N  -2.17364  -2.43631  0.09242  0.4349
O  -3.23148  -1.94015  -0.18982  0.5244
H  0.86013  -4.84523  2.17051  0.0001
H  0.30198  -5.82932  0.81566  0.0006
H  -0.83496  -5.35913  2.08861  0.0001
H  2.25624  -2.29600  0.81128  0.0001
H  -2.14610  -5.66971  -0.13791  0.0015
H  -3.45731  -4.52458  -0.46450  0.0038
H  -3.10094  -5.01362  1.20016  -0.0011
F  0.12035  -2.10870  5.18771  0.0000
C  -0.94857  -1.80286  4.43088  0.0000
F  -2.03367  -1.86429  5.22567  0.0000
F  -1.07663  -2.77048  3.50619  0.0001
S  -0.77303  -0.13916  3.65686  0.0000
O  -0.64754  0.73453  4.79351  0.0000
O  0.40001  -0.30813  2.82469  0.0000
O  -1.99200  -0.03255  2.88006  0.0001
Cl  -1.75341  -0.61750  -2.79258  0.0019

* LUMO energy (spin up / spin down): 3.9293 / 3.9261 eV
* energy above the lowest of the compared OMol25 structures with the same formula, charge and spin: 12.0 kcal per mole
* expectation value of S²: 0.765
* spin multiplicity: 2
* highest occupied orbital energy (spin up / spin down): -0.0655 / -0.0655 Ha
* charge: -2

The following is a quantum chemistry calculation of the ion C17H34NO2 with charge +1 at a distorted geometry, from the Open Molecules 2025 dataset.

Each line ends with the natural charge from an NBO analysis.
Geometry (Å):
C  2.58292  -4.10037  -1.71265  -0.6096
H  2.00612  -4.00529  -2.62822  0.2054
H  3.11430  -5.04733  -1.75858  0.2178
H  3.32023  -3.30122  -1.67906  0.2054
C  1.68400  -4.06803  -0.46974  -0.0185
C  0.60915  -5.14734  -0.61401  -0.6189
H  1.08470  -6.12157  -0.69374  0.2211
H  -0.04998  -5.16944  0.24960  0.2052
H  0.01177  -4.99570  -1.50882  0.2065
C  2.55882  -4.40604  0.74473  -0.6109
H  1.95881  -4.58596  1.63229  0.2063
H  3.12871  -5.31025  0.54748  0.2182
H  3.26285  -3.60318  0.95269  0.2052
C  1.08379  -2.64523  -0.30229  -0.2132
C  0.27544  -2.46872  0.98793  -0.3960
H  0.87653  -2.74012  1.85367  0.2251
C  -0.18479  -1.02161  1.16261  -0.4287
C  -1.04343  -0.59985  -0.02535  0.1125
C  -0.25456  -0.76506  -1.31881  -0.4116
C  0.20235  -2.21303  -1.47950  -0.3969
H  0.74901  -2.29735  -2.41683  0.2238
H  -0.67623  -2.85577  -1.53835  0.2049
H  0.61646  -0.10511  -1.28920  0.1907
H  -0.87657  -0.46811  -2.16495  0.2197
H  -1.95086  -1.21663  -0.06333  0.1828
O  -1.44922  0.78103  0.04126  -0.5817
C  -2.43718  1.09530  1.00509  -0.0882
H  -2.06783  0.93652  2.02648  0.1855
H  -3.32126  0.46068  0.85771  0.1925
C  -2.82021  2.57696  0.82515  0.0762
O  -3.79422  2.97962  1.74396  -0.6986
H  -4.61566  2.49311  1.61112  0.4916
C  -1.61198  3.48895  1.10303  -0.2386
N  -0.48968  3.21239  0.18182  -0.3940
C  -0.59779  3.95211  -1.09758  -0.2248
H  -0.02223  3.41476  -1.85249  0.2284
H  -1.63356  4.00451  -1.42584  0.2334
C  0.01611  5.33000  -0.81769  -0.4315
H  -0.75288  6.08338  -0.66025  0.2311
H  0.62088  5.65397  -1.66114  0.2437
C  0.86603  5.13852  0.45124  -0.4262
C  0.82717  3.63365  0.70636  -0.2199
H  1.60237  3.12555  0.12980  0.2242
H  0.93755  3.36911  1.75641  0.2347
H  0.43808  5.68173  1.29202  0.2261
H  1.88648  5.48740  0.31735  0.2475
H  -0.54929  2.17318  0.01876  0.4936
H  -1.92856  4.52952  1.02604  0.2370
H  -1.29759  3.30716  2.13269  0.2323
H  -3.16809  2.71903  -0.21099  0.1719
H  -0.74815  -0.93415  2.09397  0.2126
H  0.68621  -0.36311  1.22670  0.1957
H  -0.60134  -3.11691  0.96596  0.2039
H  1.93633  -1.95565  -0.25452  0.1953

* LUMO energy: -2.2493 eV
* SMILES: CC(C)(C)[C@H]1CC[C@H](OC[C@@H](O)C[NH+]2CCCC2)CC1
* highest occupied orbital energy: -0.4720 Ha
* charge: +1

The following is a quantum chemistry calculation of a cluster of 3 separate species, C17H34NO8P in total at a distorted geometry, from the Open Molecules 2025 dataset.

Each line ends with the natural charge from an NBO analysis.
Geometry (Å):
C  -3.69249  2.88149  -2.28669  -0.7236
C  -2.56177  1.88206  -2.03852  0.8051
O  -1.50205  2.26363  -1.72108  -0.5450
O  -2.80451  0.55799  -2.23553  -0.5542
C  -2.55388  -0.24992  -1.06012  -0.0638
C  -1.20176  -0.99986  -1.19632  -0.4259
C  -0.45918  -1.18388  0.16748  -0.4005
C  0.09820  0.16583  0.73502  -0.4328
C  -0.76091  0.75536  1.86804  -0.4084
C  -0.31288  2.16662  2.35475  -0.0748
O  1.13854  2.25094  2.28062  -0.8057
P  1.65896  3.34947  1.25256  2.5284
O  1.11807  3.27524  -0.08808  -1.1000
O  1.37125  4.85115  1.81214  -0.9714
O  3.27626  3.12244  1.23635  -0.7097
N  3.78478  3.16908  -0.09854  -0.1399
C  4.03792  4.37075  -0.42598  0.3075
C  4.52882  5.45411  0.50996  -0.6921
C  3.85798  4.67300  -1.91744  -0.6722
H  -3.25245  3.87702  -2.18050  0.2352
H  -4.51229  2.75387  -1.56658  0.2278
H  -4.09999  2.75552  -3.29998  0.2323
H  -3.36369  -0.98415  -0.93180  0.1875
H  -2.59629  0.40944  -0.18223  0.1673
H  -1.44554  -1.99656  -1.58960  0.2154
H  -0.55732  -0.45641  -1.90002  0.2199
H  -1.04738  -1.75457  0.91749  0.2076
H  0.42444  -1.79976  -0.03079  0.2349
H  1.09519  -0.05144  1.15143  0.2066
H  0.27817  0.86572  -0.09507  0.2456
H  -0.72802  0.05585  2.72153  0.1938
H  -1.82851  0.84928  1.60987  0.1991
H  -0.83733  2.98667  1.84931  0.2041
H  -0.55682  2.20322  3.42936  0.1816
H  1.60022  4.89714  2.75754  0.4943
H  3.98270  6.39310  0.32349  0.2277
H  4.40154  5.22407  1.57311  0.2364
H  5.60343  5.62894  0.34595  0.2361
H  4.02934  5.72617  -2.15508  0.2170
H  2.84614  4.32917  -2.16757  0.2648
H  4.56036  4.00586  -2.44584  0.2387
C  -0.08284  -5.24600  -2.96025  -0.7221
C  0.82752  -4.19517  -2.37298  0.5999
O  0.47523  -3.50547  -1.44444  -0.5424
C  2.19465  -4.04160  -2.99382  -0.7208
H  -1.02811  -5.24647  -2.41965  0.2384
H  -0.27838  -5.02515  -4.01107  0.2291
H  0.37635  -6.23178  -2.86701  0.2270
H  2.09804  -3.76849  -4.04603  0.2297
H  2.75305  -4.97494  -2.90205  0.2268
H  2.73949  -3.25415  -2.47569  0.2379
C  -1.06354  -4.67183  3.22272  -0.7230
C  -2.28828  -4.12258  2.53288  0.5946
O  -2.24577  -3.74067  1.38669  -0.5376
C  -3.56654  -4.07019  3.33474  -0.7203
H  -0.22170  -4.65040  2.53240  0.2409
H  -0.82013  -4.06055  4.09364  0.2285
H  -1.24009  -5.70391  3.53095  0.2276
H  -3.43187  -3.43293  4.21057  0.2281
H  -3.85218  -5.07594  3.64779  0.2284
H  -4.36217  -3.65546  2.71798  0.2348

* LUMO energy: 0.6693 eV
* SMILES: CC(=O)OCCCCCCO[P@@](=O)(O)ON=C(C)C.CC(C)=O.CC(C)=O
* highest occupied orbital energy: -0.3390 Ha
* charge: 0

- charge of number 4 (C17H34NO8P)?
  0

- charge of number 3 (C17H34NO2)?
  +1